Model A:
A molecular structure, C2H6N3S, computed with ωB97M-V/def2-TZVPD.

orbital gap	0.3533	hartree
LUMO energy	-3.881	eV
HOMO level	-13.49	eV
total charge	+1

Structure (XYZ):
```
12
Properties=species:S:1:pos:R:3:lowdin_charge:R:1
H 2.198 -0.747 0.233 0.07
N -0.530 1.158 0.925 0.00
S 1.909 1.695 0.384 1.01
H -1.260 0.012 -1.152 0.14
N 1.580 0.037 0.078 -0.34
H -0.002 3.076 1.198 0.13
C -0.229 -0.158 0.685 -0.14
H 0.573 -0.347 -1.125 0.19
H -0.556 -0.881 1.310 0.11
N -0.538 -0.546 -0.743 0.15
H -0.813 -1.523 -0.825 0.15
C 0.338 2.064 0.828 -0.48
```

Model B:
A gas-phase ion, C2H6N3S (charge +1), computed with ωB97M-V/def2-TZVPD.

orbital gap (spin up / spin down)	0.2420 / 0.2422	hartree
LUMO energy (spin up / spin down)	-5.332 / -5.331	eV
HOMO level (spin up / spin down)	-11.92 / -11.92	eV
structure (SMILES)	[NH2+]=C/[NH+]=C/N[S-]
total charge	+1

Structure (XYZ):
```
12
Properties=species:S:1:pos:R:3:lowdin_charge:R:1
H -2.632 -1.484 0.249 0.08
C 1.314 0.008 -0.184 -0.07
S -3.618 0.470 -0.108 0.56
H 3.235 0.561 -0.195 0.16
C -0.981 -0.722 0.101 -0.16
H -0.516 1.214 0.000 0.20
N -2.285 -0.566 0.031 -0.51
H 2.225 1.982 0.186 0.19
N 0.010 0.288 0.014 0.11
H -0.658 -1.790 0.115 0.16
N 2.261 0.965 -0.183 0.16
H 1.645 -0.926 -0.026 0.12
```

Stability ranking, top and bottom: model B is the most stable and model A is the least stable.

Model A:
5 unconnected molecules or ions with the total composition H10O5, computed with ωB97M-V/def2-TZVPD.

orbital gap	0.4030	hartree
LUMO energy	0.038	eV
HOMO level	-10.93	eV
structure (SMILES)	O.O.O.O.O

Structure (XYZ):
```
15
Properties=species:S:1:pos:R:3:lowdin_charge:R:1
H -2.252 -0.029 2.114 0.03
H -0.007 -2.541 0.102 -0.05
O 0.421 -3.230 -0.287 -0.01
H 1.716 0.360 -2.435 -0.02
O -0.215 -0.024 -0.080 -0.09
O -1.596 -0.647 2.388 0.01
H -0.659 0.905 -0.255 0.07
H -0.061 3.033 0.669 0.10
H 0.307 0.024 -0.847 -0.04
H -0.872 3.293 -0.669 0.08
H -1.196 -0.782 1.617 -0.09
H 0.561 -3.618 0.578 0.04
O 2.055 -0.012 -1.716 0.06
O -0.887 2.737 0.158 -0.10
H 2.689 0.532 -1.339 0.03
```

Model B:
5 unconnected molecules or ions with the total composition H10O5, computed with ωB97M-V/def2-TZVPD.

orbital gap	0.3923	hartree
LUMO energy	0.179	eV
HOMO level	-10.50	eV
structure (SMILES)	O.O.O.O.O

Structure (XYZ):
```
15
Properties=species:S:1:pos:R:3:lowdin_charge:R:1
H -0.837 1.339 -3.562 0.07
O 1.705 -2.303 -0.799 0.08
H 0.827 1.455 2.644 -0.05
O 0.225 1.934 3.118 -0.06
O -0.222 0.996 -2.849 -0.11
O 0.197 0.295 0.138 0.01
O -2.367 -0.252 1.513 -0.07
H -0.323 0.048 -3.231 0.09
H -1.618 0.012 0.939 0.00
H 2.608 -2.425 -0.750 0.02
H 0.246 0.476 -0.700 -0.09
H 0.869 -0.429 0.173 0.06
H -2.167 -0.794 2.246 0.00
H 1.348 -2.749 -1.434 -0.05
H -0.489 2.404 2.555 0.10
```

Stability ranking, top and bottom: model A is the most stable and model B is the least stable.

Model A:
5 unconnected molecules or ions with the total composition H10O5, computed with ωB97M-V/def2-TZVPD.

orbital gap	0.3959	hartree
LUMO energy	0.152	eV
HOMO level	-10.62	eV
structure (SMILES)	O.O.O.O.O

Structure (XYZ):
```
15
Properties=species:S:1:pos:R:3:lowdin_charge:R:1
H 0.282 -1.205 2.124 -0.02
O -0.048 -0.685 2.882 -0.07
H -1.939 0.597 -0.805 0.05
H 0.366 -1.078 3.656 0.03
H 0.268 1.735 0.281 -0.01
O -1.218 0.629 -0.166 -0.04
H 1.639 2.422 0.134 0.02
H -0.284 0.639 -3.704 0.03
H -0.992 -0.296 -0.001 0.04
O 0.919 -2.206 0.697 -0.04
O 0.923 2.276 0.762 -0.08
H -1.450 1.512 -3.253 0.03
O -1.228 0.779 -3.838 -0.06
H 0.907 -3.147 0.483 0.06
H 1.855 -1.972 0.751 0.07
```

Model B:
5 unconnected molecules or ions with the total composition H10O5, computed with ωB97M-V/def2-TZVPD.

orbital gap	0.3926	hartree
LUMO energy	0.450	eV
HOMO level	-10.23	eV
structure (SMILES)	O.O.O.O.O

Structure (XYZ):
```
15
Properties=species:S:1:pos:R:3:lowdin_charge:R:1
H 23.982 4.140 -19.251 0.08
H 24.257 7.445 -20.505 0.04
O 24.614 4.252 -18.541 -0.02
H 23.019 7.018 -15.085 0.09
O 23.431 6.253 -15.488 -0.04
H 24.265 7.720 -17.032 0.04
O 24.874 6.986 -16.948 -0.08
H 22.820 4.290 -17.451 0.07
O 23.011 5.214 -17.288 -0.10
H 25.382 4.638 -18.962 0.08
H 23.792 5.393 -17.811 -0.02
H 22.703 5.762 -15.869 0.04
O 23.654 7.137 -19.827 -0.05
H 24.409 6.349 -16.405 -0.10
H 24.216 6.699 -19.188 -0.02
```

Stability ranking, top and bottom: model A is the most stable and model B is the least stable.

Model A:
5 unconnected molecules or ions with the total composition H10O5, computed with ωB97M-V/def2-TZVPD.

orbital gap	0.3900	hartree
LUMO energy	0.175	eV
HOMO level	-10.44	eV
structure (SMILES)	O.O.O.O.O

Structure (XYZ):
```
15
Properties=species:S:1:pos:R:3:lowdin_charge:R:1
O 1.875 1.385 0.195 -0.08
O 0.004 1.510 -1.663 -0.05
O 3.030 -0.711 -1.139 -0.10
H 0.588 1.142 -2.349 0.07
H 2.690 0.025 -0.587 -0.02
H 1.987 1.673 1.112 0.06
O -4.313 -1.806 0.742 -0.07
H -5.171 -1.385 0.561 0.04
H -0.376 -0.876 2.697 0.04
H -0.753 0.925 -1.820 0.06
H -3.882 -1.341 0.005 0.03
H 0.938 1.254 -0.029 0.01
O -0.458 -0.470 1.832 -0.05
H 3.956 -0.757 -0.862 0.03
H -1.242 0.077 1.729 0.03
```

Model B:
5 unconnected molecules or ions with the total composition H10O5, computed with ωB97M-V/def2-TZVPD.

orbital gap	0.3944	hartree
LUMO energy	0.310	eV
HOMO level	-10.42	eV
structure (SMILES)	O.O.O.O.O

Structure (XYZ):
```
15
Properties=species:S:1:pos:R:3:lowdin_charge:R:1
O 0.781 -1.521 0.409 -0.08
H 0.707 -1.549 -0.604 0.05
H 0.596 1.630 0.097 0.05
H -0.468 0.542 1.804 0.05
H -0.625 -0.389 -1.984 0.02
H -0.222 -0.872 1.899 0.03
O -1.058 0.856 -0.392 -0.07
H 2.092 1.811 0.612 0.06
O 1.323 1.233 0.651 -0.08
H 1.177 -0.712 0.591 -0.05
H -1.401 0.159 0.160 0.03
H -1.808 1.455 -0.171 0.10
O -0.038 -1.124 -2.128 0.00
O -1.010 -0.286 2.084 -0.12
H -0.047 -1.234 -3.029 0.01
```

Model C:
5 unconnected molecules or ions with the total composition H10O5, computed with ωB97M-V/def2-TZVPD.

orbital gap	0.3984	hartree
LUMO energy	0.462	eV
HOMO level	-10.38	eV
structure (SMILES)	O.O.O.O.O

Structure (XYZ):
```
15
Properties=species:S:1:pos:R:3:lowdin_charge:R:1
H -6.072 2.248 -32.339 0.00
O -7.949 4.831 -30.782 -0.08
H -8.770 5.342 -30.711 0.03
H -7.729 7.618 -32.693 0.00
O -4.492 5.827 -33.185 -0.02
O -5.143 2.097 -32.393 -0.06
O -7.667 8.140 -31.910 -0.05
H -6.089 5.224 -33.214 0.02
H -7.675 4.872 -31.699 -0.06
O -7.018 4.934 -33.190 -0.02
H -8.547 8.123 -31.510 0.04
H -5.143 1.321 -33.004 0.06
H -3.592 5.716 -33.393 0.04
H -4.637 6.639 -32.665 0.08
H -7.162 4.307 -33.827 0.01
```

Model D:
6 unconnected molecules or ions with the total composition H10O5, computed with ωB97M-V/def2-TZVPD.

orbital gap	0.1585	hartree
LUMO energy	-6.317	eV
HOMO level	-10.63	eV

Structure (XYZ):
```
15
Properties=species:S:1:pos:R:3:lowdin_charge:R:1
H -2.371 -1.132 -1.075 0.03
H 1.710 0.830 -0.336 -0.02
O -1.506 0.857 1.675 0.06
H 2.827 0.013 -0.866 0.05
O -1.827 -0.614 -0.475 -0.09
O -0.372 1.204 -1.667 0.08
H 1.568 1.642 1.611 0.06
H 0.023 -3.782 0.696 0.01
O 0.974 1.313 0.897 -0.12
O 1.884 0.055 -0.969 -0.01
H -0.050 -3.324 0.133 0.00
H -1.603 0.246 0.934 -0.03
H -1.057 0.630 -1.250 -0.01
H 0.348 1.147 -1.023 -0.01
H -0.550 0.915 1.715 -0.01
```

Stability ranking, top and bottom: model B is the most stable and model D is the least stable.

Model A:
5 unconnected molecules or ions with the total composition H10O5, computed with ωB97M-V/def2-TZVPD.

orbital gap	0.4081	hartree
LUMO energy	0.241	eV
HOMO level	-10.86	eV
structure (SMILES)	O.O.O.O.O

Structure (XYZ):
```
15
Properties=species:S:1:pos:R:3:lowdin_charge:R:1
H -10.226 22.546 10.137 0.03
O -5.982 18.508 13.131 -0.05
O -8.129 20.623 8.814 -0.04
H -2.657 22.613 11.683 0.03
H -4.034 22.183 12.178 0.00
H -7.946 19.677 8.858 0.06
H -8.002 20.857 7.886 0.06
H -6.788 18.290 13.614 0.05
H -5.270 18.393 13.772 0.05
H -5.810 20.238 11.851 0.00
H -6.444 20.687 10.532 0.01
O -5.937 21.013 11.285 -0.05
O -9.407 22.629 10.637 -0.07
H -8.791 22.024 10.196 -0.01
O -3.249 22.685 12.438 -0.07
```

Model B:
5 unconnected molecules or ions with the total composition H10O5, computed with ωB97M-V/def2-TZVPD.

orbital gap	0.4107	hartree
LUMO energy	0.508	eV
HOMO level	-10.67	eV
structure (SMILES)	O.O.O.O.O

Structure (XYZ):
```
15
Properties=species:S:1:pos:R:3:lowdin_charge:R:1
H 1.797 0.870 0.461 0.00
O -1.698 -0.450 -0.511 -0.11
H -2.547 -0.790 -0.779 0.06
H 0.360 -2.024 0.357 0.06
H -0.374 -0.106 2.462 0.04
H -0.680 -0.115 1.014 -0.02
H -1.279 1.093 -0.569 0.01
H -0.905 -1.101 -0.767 0.09
H 1.423 -1.168 -0.537 0.06
O -0.596 1.702 -0.189 -0.10
O 0.030 -0.270 1.629 -0.05
H 1.202 1.308 -0.811 0.05
O 0.610 -1.753 -0.552 -0.09
H -0.984 2.583 -0.264 0.06
O 1.903 0.702 -0.447 -0.07
```

Stability ranking, top and bottom: model B is the most stable and model A is the least stable.

Model A:
5 unconnected molecules or ions with the total composition H10O5, computed with ωB97M-V/def2-TZVPD.

orbital gap	0.4086	hartree
LUMO energy	0.002	eV
HOMO level	-11.12	eV
structure (SMILES)	O.O.O.O.O

Structure (XYZ):
```
15
Properties=species:S:1:pos:R:3:lowdin_charge:R:1
H -0.332 -1.067 0.858 0.06
H 3.082 0.040 -0.672 0.03
H 2.406 0.071 0.631 0.01
O -0.909 1.734 0.681 -0.04
O 0.054 -0.977 -1.991 -0.07
H -0.627 -1.375 -2.577 0.08
H -2.008 0.364 1.060 -0.02
H -0.165 1.178 0.477 0.00
O -2.635 -0.375 1.124 -0.04
H -2.898 -0.474 2.005 0.01
O 0.533 -0.649 0.649 -0.08
H 0.636 -0.900 -0.277 0.00
H 0.269 -0.073 -2.345 0.08
O 3.316 0.021 0.268 -0.07
H -0.722 2.483 0.108 0.06
```

Model B:
5 unconnected molecules or ions with the total composition H10O5, computed with ωB97M-V/def2-TZVPD.

orbital gap	0.3694	hartree
LUMO energy	-0.038	eV
HOMO level	-10.09	eV
structure (SMILES)	O.O.O.O.O

Structure (XYZ):
```
15
Properties=species:S:1:pos:R:3:lowdin_charge:R:1
H -14.039 17.502 -10.238 0.00
H -14.930 15.234 -11.806 0.01
H -14.959 14.061 -10.937 -0.04
H -15.442 16.077 -7.739 0.07
H -15.190 16.478 -9.880 0.01
O -14.654 13.397 -9.221 -0.06
H -15.199 14.012 -8.663 0.02
O -14.756 14.278 -11.841 -0.08
O -15.967 15.615 -8.375 -0.01
H -10.278 18.644 -9.865 0.05
O -14.781 17.045 -10.558 -0.03
O -11.238 18.438 -9.941 -0.07
H -11.231 17.502 -9.729 0.03
H -16.624 15.125 -7.917 0.06
H -15.029 12.525 -9.226 0.04
```

Model C:
A molecular structure, H10O5, computed with ωB97M-V/def2-TZVPD.

orbital gap	0.2491	hartree
LUMO energy	-0.628	eV
HOMO level	-7.41	eV

Structure (XYZ):
```
15
Properties=species:S:1:pos:R:3:lowdin_charge:R:1
O 1.064 -1.546 -0.851 -0.06
H -1.843 0.783 0.775 0.12
H -1.143 0.311 2.032 0.13
O 1.610 -0.278 1.217 -0.05
H -0.883 1.741 -1.327 0.13
H 1.326 -0.930 1.857 0.03
O 0.009 -0.236 -0.129 0.07
O -0.130 1.171 -1.488 0.24
H -0.288 0.806 -2.359 0.15
H -0.659 0.059 0.490 -0.13
H 0.128 0.504 -0.724 -0.20
O -1.008 0.831 1.240 0.16
H 0.499 -0.804 -0.637 -0.41
H 0.830 -0.103 0.690 -0.20
H 0.490 -2.310 -0.786 0.02
```

Model D:
5 unconnected molecules or ions with the total composition H10O5, computed with ωB97M-V/def2-TZVPD.

orbital gap	0.3854	hartree
LUMO energy	-0.024	eV
HOMO level	-10.51	eV
structure (SMILES)	O.O.O.O.O

Structure (XYZ):
```
15
Properties=species:S:1:pos:R:3:lowdin_charge:R:1
H -2.512 -0.537 -1.174 0.07
H -0.827 -1.459 1.314 -0.02
H 1.535 -1.147 0.525 0.01
H -2.134 -1.976 1.046 0.01
H 0.224 0.859 0.695 -0.01
H 2.834 2.141 -0.079 0.05
O 2.132 1.636 -0.453 -0.02
H 2.222 -0.152 -0.356 -0.06
H -1.163 0.438 0.428 0.02
H -2.048 0.679 -2.036 0.09
H 1.507 2.287 -0.793 0.07
O -0.361 0.176 0.880 -0.03
O -1.273 -2.318 1.251 -0.06
O 2.212 -1.057 -0.142 -0.04
O -2.347 0.433 -1.107 -0.08
```

Stability ranking, top and bottom: model A is the most stable and model C is the least stable.